Entry 1:
Density functional theory data (ωB97M-V with the def2-TZVPD basis set) for a cluster of 2 separate species, ClH3NO2P in total at a distorted geometry.

```
8
Properties=species:S:1:pos:R:3:lowdin_charge:R:1
N -0.4886 -0.0689 0.1534 -0.034
O 1.2008 -1.7076 -1.1758 -0.568
O 0.6502 0.4718 0.4778 -0.340
P 1.9880 -0.4714 -1.3031 0.453
Cl 1.4877 0.1921 -3.1522 0.144
H -1.0228 0.6423 -0.2914 0.146
H -0.9574 -0.4114 0.9476 0.150
H -0.2565 -0.6761 -0.5916 0.049
```

Calculated values
frontier orbital gap = 9.85 eV
HOMO level = -9.6 eV
charge = 0
SMILES string = [NH3+][O-].O=PCl
lowest unoccupied orbital energy = 0.248 eV



Entry 2:
Density functional theory data (ωB97M-V with the def2-TZVPD basis set) for a cluster of 24 separate species, C30H111N4O23P2 in total at a distorted geometry.

```
170
Properties=species:S:1:pos:R:3:lowdin_charge:R:1
C -4.7150 3.3788 -3.1454 -0.147
C -4.4399 2.2319 -4.1179 -0.409
P -2.7350 2.1020 -4.8367 0.983
C -2.1166 0.7726 -3.7527 -0.287
N -1.9458 3.5800 -4.2096 -0.108
C -1.5111 3.8707 -2.9577 -0.385
N -0.5872 3.0932 -2.3413 0.128
C -0.9259 2.6760 -0.9576 -0.148
C -1.2193 3.9224 -0.1143 -0.379
P -2.1555 3.3251 1.3388 0.771
N -3.1300 2.1605 0.9361 -0.273
C -2.0765 4.9879 -0.8270 -0.161
N -1.9203 4.9818 -2.2972 0.123
H -5.7504 3.3379 -2.7937 0.081
H -4.0803 3.2894 -2.2556 0.052
H -4.5586 4.3562 -3.6131 0.065
H -4.6332 1.2866 -3.6014 0.073
H -5.1066 2.2907 -4.9823 0.067
H -1.0311 0.7500 -3.6572 0.007
H -2.3963 -0.1560 -4.2631 0.034
H -2.6108 0.7527 -2.7786 0.045
H -1.8687 4.3161 -4.8985 0.074
H -0.3181 2.3121 -2.9377 0.088
H -1.8131 2.0390 -0.9829 0.082
H -0.0842 2.1085 -0.5578 0.112
H -0.2975 4.3709 0.2573 0.071
H -2.8006 4.4281 1.9157 0.037
H -1.1645 2.9146 2.2375 0.002
H -4.0977 2.3444 1.1573 -0.030
H -1.7889 5.9751 -0.4578 0.110
H -3.1379 4.8753 -0.5925 0.096
H -2.7076 5.4181 -2.7591 0.138
C -2.6277 1.4287 5.2338 -0.142
O -3.0771 2.3676 4.2516 -0.166
H -1.5547 1.5811 5.3414 0.069
H -3.1130 1.5932 6.1944 0.072
H -2.8163 0.4036 4.9154 0.079
H -4.0214 2.2396 4.1420 0.071
C -2.1367 -3.5326 -3.3981 -0.131
O -2.5877 -2.2682 -2.8925 -0.141
H -1.4290 -3.3181 -4.1942 0.085
H -1.6268 -4.1164 -2.6333 0.066
H -2.9699 -4.1079 -3.8123 0.073
H -3.2086 -2.4298 -2.1785 0.078
C -5.5313 -3.0661 -5.7800 -0.148
O -4.3797 -2.2641 -6.0515 -0.134
H -6.1054 -3.1072 -6.7026 0.081
H -5.2654 -4.0782 -5.4770 0.048
H -6.1526 -2.6150 -4.9999 0.078
H -3.8611 -2.2210 -5.2435 0.031
C 0.9255 -6.5600 -3.4308 -0.132
O 0.6576 -5.2032 -3.0718 -0.145
H -0.0305 -7.0773 -3.4396 0.082
H 1.3721 -6.6316 -4.4247 0.080
H 1.5813 -7.0423 -2.7023 0.076
H 1.4967 -4.7355 -3.0638 0.075
C -3.3958 8.1634 0.6526 -0.140
O -4.1324 7.0699 0.0917 -0.145
H -2.4616 7.7581 1.0391 0.072
H -3.1686 8.9199 -0.1014 0.079
H -3.9458 8.6337 1.4644 0.068
H -4.9617 7.4274 -0.2357 0.079
C 2.1299 -4.2598 0.3227 -0.144
O 1.6763 -5.4787 -0.2593 -0.137
H 3.0018 -4.4820 0.9347 0.060
H 2.4304 -3.5468 -0.4514 0.074
H 1.3625 -3.8008 0.9471 0.073
H 0.9240 -5.2584 -0.8189 0.045
C 1.9870 4.9501 1.0674 -0.154
O 1.8956 6.0223 0.1277 -0.123
H 2.9307 5.0699 1.5924 0.091
H 1.1779 4.9727 1.8011 0.058
H 1.9959 3.9734 0.5691 0.074
H 1.0659 5.9448 -0.3494 0.051
C 5.8391 -6.0238 0.6620 -0.138
O 5.6013 -4.6358 0.9241 -0.141
H 4.8662 -6.5107 0.6693 0.083
H 6.3002 -6.1625 -0.3144 0.060
H 6.4682 -6.4760 1.4342 0.080
H 6.4456 -4.1782 0.9190 0.080
C -4.1649 -1.3462 7.7774 -0.145
O -4.6766 -0.4349 6.8129 -0.144
H -3.0964 -1.1560 7.8585 0.078
H -4.6257 -1.1967 8.7568 0.068
H -4.3128 -2.3856 7.4746 0.081
H -5.6238 -0.5952 6.7551 0.055
C -7.3675 -0.0962 9.7494 -0.151
O -7.3964 -0.2391 8.3315 -0.133
H -7.3888 -1.1001 10.1655 0.081
H -6.4580 0.4061 10.0885 0.077
H -8.2370 0.4525 10.1171 0.078
H -7.3878 0.6412 7.9483 0.076
C 5.0042 -3.7460 4.6266 -0.156
O 5.8849 -4.7739 4.1771 -0.132
H 5.1543 -3.6366 5.6975 0.084
H 5.2279 -2.7975 4.1273 0.064
H 3.9612 -4.0097 4.4457 0.067
H 5.7440 -4.8697 3.2292 0.035
C 1.2025 0.0977 1.4047 -0.146
O 0.3844 -0.9857 0.9759 -0.119
H 2.1981 -0.2920 1.5954 0.070
H 1.2770 0.8705 0.6325 0.056
H 0.8187 0.5384 2.3299 0.077
H -0.5049 -0.6583 0.8187 0.066
C 1.8711 -0.0014 -3.6172 -0.108
O 1.0188 1.0132 -4.1619 -0.163
H 1.2272 -0.6919 -3.0752 0.082
H 2.3880 -0.5438 -4.4097 0.086
H 2.6020 0.4299 -2.9317 0.061
H 1.5760 1.6270 -4.6487 0.076
C 4.5512 -0.0169 -0.0543 -0.153
O 4.4556 1.1537 0.7487 -0.132
H 3.7490 0.0402 -0.7893 0.062
H 5.5069 -0.0757 -0.5825 0.081
H 4.4246 -0.9244 0.5392 0.075
H 5.1634 1.1260 1.4020 0.066
C -5.2243 11.7284 0.0868 -0.151
O -5.2873 10.7641 1.1335 -0.136
H -4.6979 11.2602 -0.7423 0.071
H -6.2186 12.0239 -0.2555 0.078
H -4.6715 12.6207 0.3884 0.079
H -5.7473 11.1607 1.8766 0.077
C 3.5638 4.2301 -2.3362 -0.118
O 2.8762 3.1902 -3.0405 -0.137
H 4.4478 3.7807 -1.8912 0.086
H 3.8806 5.0292 -3.0108 0.083
H 2.9544 4.6635 -1.5431 0.049
H 2.0981 3.5730 -3.4507 0.047
C -7.0306 -6.6620 -3.9695 -0.145
O -5.8469 -5.8945 -4.1744 -0.141
H -7.5651 -6.6700 -4.9159 0.080
H -6.8031 -7.6925 -3.6878 0.077
H -7.6751 -6.2187 -3.2065 0.077
H -5.3587 -5.8823 -3.3483 0.070
C 3.2655 -6.7311 5.7168 -0.149
O 2.7309 -5.4784 6.1350 -0.133
H 4.0201 -6.5121 4.9649 0.062
H 3.7463 -7.2625 6.5419 0.079
H 2.4982 -7.3743 5.2776 0.076
H 2.0680 -5.6414 6.8089 0.071
C 5.8560 -6.6018 -3.6799 -0.138
O 5.5541 -5.7403 -2.5816 -0.134
H 6.9155 -6.4779 -3.8925 0.080
H 5.6647 -7.6484 -3.4377 0.058
H 5.2894 -6.3286 -4.5741 0.076
H 4.6228 -5.8387 -2.3693 0.065
C 7.6602 -1.0287 4.4324 -0.147
O 6.7158 -0.1631 3.8013 -0.136
H 7.0927 -1.7473 5.0159 0.062
H 8.2566 -1.5701 3.6949 0.081
H 8.3220 -0.4756 5.1017 0.079
H 7.2013 0.4807 3.2808 0.064
C 7.2946 -9.9577 -2.5174 -0.158
O 6.1107 -10.0676 -3.2998 -0.133
H 7.8152 -9.0659 -2.8588 0.071
H 7.0723 -9.8449 -1.4529 0.077
H 7.9541 -10.8180 -2.6536 0.077
H 5.6360 -10.8510 -3.0140 0.074
C 1.6671 4.1979 4.7353 -0.143
O 0.4136 4.2029 4.0519 -0.155
H 2.1413 5.1535 4.5249 0.079
H 1.5363 4.1044 5.8149 0.080
H 2.3198 3.3958 4.3821 0.079
H -0.0294 3.3712 4.2372 0.044
C 0.6253 6.6318 -6.4787 -0.138
O -0.7198 6.2359 -6.1947 -0.129
H 0.6279 7.0042 -7.4987 0.083
H 0.9592 7.4283 -5.8109 0.080
H 1.3183 5.7897 -6.4115 0.076
H -0.7291 5.9428 -5.2820 0.033
```

Calculated values
frontier orbital gap = 8.63 eV
HOMO level = -11.0 eV
charge = +1
lowest unoccupied orbital energy = -2.410 eV



Entry 3:
Density functional theory data (ωB97M-V with the def2-TZVPD basis set) for a structure of composition C36H36BaN4OP2S2 at a distorted geometry.

```
82
Properties=species:S:1:pos:R:3:lowdin_charge:R:1
Ba 0.0183 -1.4528 -0.1887 1.520
N -1.4553 1.3527 3.8181 0.026
C -1.1543 0.8895 2.5358 -0.905
S 0.1602 -0.2804 2.4665 0.314
N -1.8867 1.4090 1.6044 -0.016
N -1.5622 1.2300 0.2571 -0.027
C -2.4028 0.5674 -0.4419 -0.177
C -3.5101 -0.3090 0.0642 -0.162
C -4.7303 0.1664 0.5315 -0.046
C -5.7014 -0.7159 0.9831 -0.106
C -5.4363 -2.0834 0.9626 -0.096
C -4.2199 -2.5681 0.5000 -0.027
C -3.2473 -1.6808 0.0498 -0.373
O -2.0181 -2.0943 -0.3685 -0.640
H -1.2199 0.6994 4.5459 0.051
H -2.3701 1.7697 3.8923 0.077
H -2.2328 0.6111 -1.5197 0.097
H -4.9089 1.2352 0.5581 0.112
H -6.6481 -0.3440 1.3538 0.093
H -6.1857 -2.7820 1.3155 0.097
H -4.0045 -3.6298 0.4879 0.109
C 4.8805 3.6885 -4.9385 -0.413
S 5.1937 4.5205 -3.3668 0.812
C 3.5170 4.8337 -2.7679 -0.491
C 2.8952 3.7256 -1.9232 -0.247
C 2.7010 2.4563 -2.7357 -0.261
N 2.0229 1.3364 -2.0409 -0.463
P 0.7807 0.4753 -2.8471 0.912
C 1.5252 0.1098 -4.4771 -0.357
C 2.3022 -1.0488 -4.5405 -0.110
C 3.0209 -1.3699 -5.6839 -0.078
C 2.9585 -0.5360 -6.7927 -0.082
C 2.1832 0.6162 -6.7488 -0.076
C 1.4749 0.9382 -5.5970 -0.095
C -0.4872 1.7208 -3.2311 -0.394
C -0.6174 2.8806 -2.4766 -0.099
C -1.6938 3.7380 -2.6850 -0.067
C -2.6543 3.4372 -3.6377 -0.079
C -2.5429 2.2689 -4.3878 -0.078
C -1.4679 1.4176 -4.1829 -0.115
P 2.8081 0.4222 -0.8027 0.931
C 4.4954 0.1597 -1.4287 -0.365
C 4.7909 -1.1285 -1.8802 -0.119
C 6.0171 -1.4235 -2.4628 -0.082
C 6.9671 -0.4208 -2.6021 -0.078
C 6.6924 0.8665 -2.1542 -0.067
C 5.4687 1.1516 -1.5640 -0.109
C 2.9987 1.6243 0.5614 -0.386
C 4.1580 1.7079 1.3271 -0.098
C 4.2139 2.5459 2.4373 -0.078
C 3.1044 3.2976 2.7941 -0.078
C 1.9317 3.1991 2.0528 -0.070
C 1.8776 2.3640 0.9479 -0.143
H 5.7855 3.7807 -5.5404 0.030
H 4.0686 4.1858 -5.4740 0.039
H 4.6385 2.6303 -4.8270 0.019
H 2.8851 5.0547 -3.6347 0.080
H 3.5816 5.7532 -2.1864 0.072
H 1.9296 4.0758 -1.5461 0.103
H 3.5155 3.5396 -1.0464 0.091
H 3.6722 2.1082 -3.0920 0.076
H 2.1188 2.6939 -3.6304 0.103
H 2.3569 -1.7064 -3.6791 0.085
H 3.6237 -2.2694 -5.7099 0.105
H 3.5131 -0.7839 -7.6892 0.104
H 2.1342 1.2708 -7.6109 0.105
H 0.8854 1.8471 -5.5709 0.103
H 0.0990 3.0959 -1.6942 0.078
H -1.7889 4.6321 -2.0804 0.109
H -3.4947 4.1031 -3.7919 0.104
H -3.2946 2.0212 -5.1267 0.105
H -1.4006 0.5035 -4.7644 0.110
H 4.0500 -1.9136 -1.7711 0.086
H 6.2286 -2.4295 -2.8041 0.103
H 7.9246 -0.6427 -3.0573 0.104
H 7.4269 1.6550 -2.2681 0.108
H 5.2702 2.1613 -1.2246 0.087
H 5.0302 1.1191 1.0665 0.099
H 5.1252 2.6046 3.0210 0.102
H 3.1454 3.9447 3.6618 0.103
H 1.0442 3.7443 2.3527 0.111
H 0.9363 2.2687 0.4136 0.075
```

Calculated values
frontier orbital gap = 7.06 eV
HOMO level = -7.3 eV
charge = 0
lowest unoccupied orbital energy = -0.219 eV



Which value of lowest unoccupied orbital energy does entry 2 give?
-2.410 eV



What is the formula in the third record?
C36H36BaN4OP2S2